Entry 1:
4 unconnected molecules or ions with the total composition C19H37INO7S3. Source: the Open Molecules 2025 dataset; level of theory: ωB97M-V/def2-TZVPD.

- Net charge: +1
- Kohn-Sham gap: 8.99 eV
- Spin multiplicity: 1
- E_LUMO: -3.152 eV
- HOMO level: -12.147 eV
- Total energy: -76721.5072 eV

Element x y z (Å)
O1 -1.24 0.13 3.00
C1 -0.38 -0.78 2.54
I1 1.64 -0.74 3.50
C2 -0.60 -1.88 1.37
C3 -2.12 -1.97 0.74
C4 -2.74 -0.53 0.25
C5 -3.90 0.11 1.20
C6 -4.64 -0.92 2.23
C7 -3.66 -2.11 2.78
N1 -3.06 -2.82 1.59
H1 -0.23 -2.95 1.75
H2 0.14 -1.61 0.47
H3 -1.99 -2.60 -0.27
H4 -3.21 -0.69 -0.84
H5 -1.84 0.23 0.10
H6 -3.40 0.98 1.82
H7 -4.69 0.65 0.49
H8 -5.67 -1.31 1.76
H9 -4.95 -0.28 3.19
H10 -4.37 -2.91 3.31
H11 -2.89 -1.78 3.61
H12 -2.45 -3.60 1.98
H13 -3.75 -3.30 0.96
C8 1.11 1.04 -3.76
C9 0.21 0.78 -4.97
C10 -1.04 0.06 -4.46
S1 -1.26 0.57 -2.76
O2 -1.07 -0.58 -1.91
O3 -2.43 1.42 -2.67
C11 0.19 1.59 -2.67
H14 1.92 1.74 -4.00
H15 1.56 0.10 -3.43
H16 -0.08 1.74 -5.42
H17 0.72 0.20 -5.73
H18 -1.93 0.33 -5.04
H19 -0.91 -1.02 -4.47
H20 0.63 1.54 -1.67
H21 -0.10 2.62 -2.90
C12 2.87 -3.69 6.56
C13 3.87 -3.72 5.40
C14 4.24 -5.18 5.15
S2 2.83 -6.15 5.66
O4 3.21 -6.95 6.80
O5 2.19 -6.71 4.49
C15 1.85 -4.78 6.24
H22 2.40 -2.71 6.66
H23 3.38 -3.92 7.50
H24 3.41 -3.29 4.51
H25 4.76 -3.12 5.63
H26 4.44 -5.36 4.09
H27 5.10 -5.49 5.75
H28 1.26 -5.08 7.11
H29 1.19 -4.47 5.43
C16 1.76 6.60 -3.73
C17 1.11 7.17 -4.99
C18 0.82 6.00 -5.93
S3 0.59 4.57 -4.88
O6 1.66 3.63 -5.13
O7 -0.81 4.18 -4.92
C19 0.91 5.40 -3.34
H30 1.80 7.34 -2.92
H31 2.78 6.28 -3.95
H32 0.17 7.67 -4.73
H33 1.75 7.91 -5.47
H34 -0.08 6.17 -6.52
H35 1.67 5.80 -6.59
H36 1.42 4.72 -2.65
H37 -0.05 5.71 -2.92


Entry 2:
A molecular structure, C19H37NO22S4V2. Source: the Open Molecules 2025 dataset; level of theory: ωB97M-V/def2-TZVPD.

- Kohn-Sham gap: 3.77 eV
- Spin multiplicity: 1
- Relative energy (zero: lowest compared OMol25 entry of this formula, charge and spin): 1.601 eV
- E_LUMO: -4.346 eV
- HOMO level: -8.119 eV
- Total energy: -161540.6892 eV

Element x y z (Å)
O1 -1.71 3.69 1.15
V1 -1.63 3.48 2.70
O2 -0.18 4.05 3.24
O3 -3.39 -0.92 3.65
V2 -2.52 0.35 4.14
O4 -2.58 0.37 5.76
C1 -0.24 -0.92 1.87
C2 -0.61 0.54 1.66
C3 -1.83 0.64 0.72
O5 -0.80 1.20 2.91
H1 -0.18 -1.54 0.97
H2 -1.01 -1.43 2.46
H3 0.68 -0.95 2.45
H4 0.29 0.92 1.17
H5 -2.73 0.17 1.15
H6 -1.66 -0.01 -0.14
H7 -2.16 1.62 0.37
N1 -0.20 -1.63 5.93
O6 -0.40 -2.53 6.74
O7 -0.98 -1.51 4.92
O8 0.77 -0.85 6.06
C4 -1.02 -5.14 -2.00
C5 -0.46 -4.98 -3.43
O9 -0.18 -3.60 -3.69
S1 -1.05 -2.67 -2.67
O10 -2.24 -2.32 -3.38
O11 -0.20 -1.65 -2.11
O12 -1.33 -3.81 -1.55
H8 -0.38 -5.61 -1.26
H9 -2.00 -5.57 -2.16
H10 -1.02 -5.47 -4.22
H11 0.53 -5.44 -3.39
C6 -6.20 0.56 0.65
C7 -6.11 -0.76 1.39
O13 -7.43 -1.33 1.40
S2 -8.57 -0.23 1.17
O14 -9.40 -0.07 2.32
O15 -9.25 -0.35 -0.08
O16 -7.47 1.02 1.10
H12 -6.19 0.46 -0.44
H13 -5.42 1.29 0.86
H14 -5.92 -0.65 2.45
H15 -5.51 -1.55 0.94
O17 3.76 1.99 -0.44
S3 3.17 3.13 0.24
O18 2.89 2.95 1.64
O19 4.05 4.47 -0.02
C8 4.90 4.43 -1.20
C9 6.27 4.00 -0.73
C10 1.70 3.68 -0.67
H16 4.89 5.43 -1.63
H17 4.52 3.78 -1.98
H18 7.00 3.99 -1.54
H19 6.26 3.02 -0.26
H20 6.65 4.74 -0.02
H21 1.31 4.59 -0.22
H22 1.01 2.85 -0.66
H23 2.04 3.89 -1.69
O20 3.05 -2.48 0.33
S4 3.90 -1.54 1.01
O21 3.44 -0.51 1.91
O22 4.96 -2.46 1.86
C11 5.50 -3.63 1.19
C12 6.48 -4.25 2.19
C13 5.07 -0.87 -0.17
H24 5.94 -3.46 0.21
H25 4.76 -4.42 1.09
H26 5.92 -4.52 3.10
H27 7.36 -3.64 2.31
H28 6.66 -5.32 2.05
H29 5.36 -1.70 -0.81
H30 5.87 -0.64 0.54
H31 4.77 -0.01 -0.75
C14 -3.83 2.04 -3.84
C15 -2.94 1.73 -2.80
C16 -1.58 1.77 -3.01
C17 -1.08 2.12 -4.26
C18 -1.99 2.57 -5.23
C19 -3.36 2.52 -5.04
H32 -4.90 1.93 -3.78
H33 -3.38 1.44 -1.86
H34 -0.91 1.47 -2.21
H35 -0.05 2.28 -4.54
H36 -1.60 2.93 -6.17
H37 -3.93 2.84 -5.91